Computed, not measured: a molecular structure, C54H84BrN6OP2Pb, with ωB97M-V/def2-TZVPD.

XYZ file:
```
149
Properties=species:S:1:pos:R:3:forces:R:3:mulliken_charge:R:1
C -0.478 2.708 2.685 0.0452 -0.0888 0.0526 0.510
C 1.973 -6.105 -1.678 0.0405 -0.0309 0.0406 -0.996
C 4.219 1.539 -1.769 -0.0348 0.0252 -0.0406 -1.886
H -5.992 1.595 0.770 -0.0026 -0.0003 0.0189 0.280
C 4.379 1.165 2.840 0.0108 0.0124 0.0028 -0.941
H -3.107 0.712 3.001 -0.0282 0.1169 -0.0983 -1.215
H 1.498 -4.463 3.376 -0.0192 0.0490 0.0012 0.318
H 4.679 -0.703 3.864 -0.0153 0.0180 -0.0197 0.542
C 1.970 2.510 -2.131 0.0434 0.0786 -0.0052 -1.966
H 0.707 -2.286 -4.702 0.0175 0.0023 0.0351 0.259
H 5.474 -1.729 -4.505 0.0047 0.0248 0.0131 0.525
C -2.510 -4.402 -0.314 0.0009 0.1287 0.0595 -0.337
C -0.142 1.549 3.649 0.0155 0.0833 0.0349 -0.054
C -2.669 -6.757 -1.189 0.0076 0.0280 -0.0101 -1.354
H 0.076 3.070 5.895 -0.0237 -0.0053 0.0137 0.403
H -3.376 -7.337 -1.782 0.0067 0.0083 0.0064 0.433
H -7.087 2.019 2.068 -0.0033 0.0025 -0.0154 0.529
H 3.454 -2.694 3.342 -0.0199 0.0176 0.0200 0.338
H -2.579 3.740 4.563 0.0356 -0.0084 0.0122 0.013
H -2.732 -7.099 -0.155 -0.0025 0.0105 -0.0111 0.371
H 4.949 -2.649 -2.007 0.0092 0.0439 -0.0090 0.537
H -5.205 1.574 3.715 0.0003 -0.0019 -0.0048 0.395
H -2.151 5.607 0.842 -0.0040 0.0278 0.0115 -0.046
C 2.585 -2.153 2.938 0.0744 -0.0826 0.0436 -1.384
H 0.435 2.863 2.095 0.0688 0.0271 0.0440 0.042
C -1.013 1.506 4.899 -0.0041 0.0455 -0.0171 -0.077
H -1.309 4.729 2.735 0.0182 0.0071 0.0054 0.099
H -0.039 2.566 -0.347 -0.0048 0.0600 0.0162 -1.109
H -3.735 0.123 1.486 -0.0274 0.1019 0.0019 -0.521
C 4.437 -1.686 -1.920 -0.0593 0.0033 -0.0048 -2.245
C 0.888 -5.457 -2.245 -0.0196 0.0031 -0.0370 -0.988
C 0.241 1.074 -4.245 -0.0222 -0.0553 -0.0071 -1.890
C -0.389 4.628 0.061 -0.0301 -0.0118 -0.0291 -1.224
C 4.820 -0.882 -4.274 0.0034 -0.1179 0.0432 -2.055
C -2.955 -5.284 -1.289 0.0154 -0.0496 0.0265 0.590
C 3.019 -0.774 2.506 -0.0467 -0.0178 0.0269 0.484
N 1.892 -2.948 1.933 0.2521 0.0852 0.0187 0.571
H 0.245 -3.262 5.185 -0.0178 -0.0069 -0.0231 0.557
H 0.654 -4.612 1.823 0.0089 -0.0303 0.0327 0.362
H 3.539 -2.879 0.673 0.0039 -0.0096 -0.0440 0.416
H 0.318 4.815 -0.756 0.0064 -0.0101 0.0075 0.481
C -3.896 -3.368 -2.405 -0.0358 0.0078 -0.0146 -1.056
H 3.679 -1.760 -1.137 0.0225 -0.0112 -0.0364 0.293
C 2.152 -4.309 -0.109 0.0295 0.0371 -0.0557 0.633
C 3.152 -2.661 -3.769 0.0008 -0.0219 -0.0255 -2.087
C -2.140 -2.077 2.470 0.0258 0.0123 0.0625 0.299
H -1.466 4.909 5.231 -0.0235 0.0033 0.0000 0.500
H -0.574 0.988 -4.968 0.0126 -0.0012 -0.0097 0.787
C -0.771 4.047 3.398 -0.0283 -0.0724 0.0280 -1.258
H -3.327 -1.180 4.023 0.0371 -0.0637 0.0054 0.519
C -2.887 4.196 -1.437 0.0446 0.0002 0.0144 -0.056
C -2.437 -1.749 3.788 0.0369 -0.1155 0.0775 -0.720
C 0.246 -1.385 -4.303 -0.0116 0.0168 -0.0574 -1.756
H -5.685 0.145 2.822 -0.0090 -0.0124 0.0128 0.608
H -1.011 6.689 0.075 0.0074 -0.0042 -0.0134 0.491
H 3.458 -6.012 -0.120 -0.0177 0.0016 -0.0085 0.551
N -1.067 -2.784 2.126 -0.1320 -0.0266 0.3170 0.177
H -0.050 -1.565 -3.269 -0.0032 0.0321 0.0133 0.054
C 0.986 -3.902 2.579 -0.0581 -0.0750 0.0266 -0.527
H -1.529 2.798 6.560 0.0025 0.0063 0.0025 0.507
H 1.418 3.079 -2.879 0.0152 -0.0133 0.0592 0.426
C -3.787 0.960 2.182 -0.0583 0.1658 -0.0018 0.870
C 4.089 -0.154 3.141 0.0997 0.0058 0.0230 -1.159
H 2.469 0.759 -5.910 -0.0050 -0.0146 -0.0105 0.265
H 0.194 4.524 3.599 0.0043 -0.0126 -0.0003 0.527
H -3.794 3.468 3.137 -0.0069 0.0001 -0.0247 -0.208
C -1.470 5.702 -0.008 -0.0228 -0.0633 -0.0305 -0.603
H -0.342 -3.694 -2.117 0.0214 -0.0167 0.0206 0.190
C -3.409 -2.602 -1.358 0.1120 -0.1662 0.0537 0.250
H 5.454 -0.090 -3.882 -0.0021 0.0490 0.0280 0.332
H -0.182 0.603 3.106 -0.0184 -0.0170 -0.0153 -0.633
H -0.660 -1.194 -4.885 0.0329 -0.0195 -0.0299 0.594
C -1.519 3.940 4.731 0.0048 -0.0355 -0.0287 -0.467
H -0.678 0.692 5.545 0.0012 0.0050 -0.0026 0.458
H 4.340 1.726 -4.553 -0.0048 -0.0239 0.0138 0.266
H 1.024 -0.021 -6.537 0.0165 -0.0052 0.0043 0.524
H 2.744 2.450 -4.768 0.0124 0.0188 0.0033 0.388
H -1.948 -4.759 0.545 -0.0167 0.0415 -0.0297 0.249
H -3.038 6.354 -1.349 -0.0061 -0.0020 -0.0078 0.499
H 5.207 1.667 3.326 -0.0235 -0.0076 -0.0071 0.482
C 3.548 2.282 -4.054 0.0391 0.0676 0.0677 -1.933
Pb 0.437 -1.178 0.063 -0.4296 -0.0089 -0.2505 1.792
C 3.764 -1.346 -3.263 0.0252 0.0517 0.0340 3.156
C -3.310 2.241 1.448 -0.1008 -0.0287 0.1566 1.333
C -2.266 5.585 -1.305 0.0209 -0.0304 0.0058 -1.107
H -2.780 -1.762 1.651 0.1268 -0.0890 0.1157 0.102
C 3.601 1.830 1.902 0.0170 0.0122 0.0493 -1.132
H -3.622 4.063 -0.637 -0.0004 -0.0237 0.0017 -0.399
H 1.901 -1.998 3.777 -0.0207 -0.0213 -0.0113 0.341
H -0.200 1.120 -3.246 0.0245 -0.0272 -0.0559 0.136
C 1.814 -0.100 -5.783 -0.1216 -0.0006 -0.0293 -1.942
H 5.107 1.089 -2.203 0.0541 -0.0515 -0.0298 0.349
H 3.953 3.265 -3.794 0.0155 -0.0163 -0.0100 0.512
C -3.967 3.478 2.062 -0.0910 -0.0874 -0.0336 0.217
C -0.229 -3.178 3.089 -0.1752 -0.0228 0.0211 -0.148
H 0.361 -5.869 -3.095 0.0165 0.0038 0.0203 0.671
H 3.792 2.859 1.631 0.0088 -0.0215 0.0037 0.652
H 5.174 -0.949 -1.616 0.0196 0.0646 0.0147 0.376
H -4.032 -5.370 -3.146 0.0059 0.0164 0.0173 0.433
H -1.593 5.759 -2.153 -0.0176 0.0211 0.0053 0.377
N 1.562 -0.519 -1.634 0.2191 0.0953 0.1122 -0.192
H 2.444 3.233 -1.459 -0.0014 -0.0016 -0.0366 0.804
P -1.510 2.176 1.264 0.0284 -0.0920 0.0553 0.413
H 0.898 1.683 3.974 -0.0140 0.0031 -0.0120 0.555
H -5.990 4.043 2.546 -0.0001 0.0153 -0.0088 0.463
C -1.579 -2.182 4.785 -0.0269 0.0287 -0.0087 -0.666
H 2.324 -2.983 -3.139 -0.0313 -0.0052 0.0592 0.361
H 3.436 -4.376 1.598 0.0086 0.0061 0.0534 0.494
H 2.386 -0.997 -6.015 -0.0008 -0.0376 0.0201 0.339
C 2.576 1.129 1.298 -0.0705 -0.0741 -0.0379 -0.648
C -6.035 2.015 1.781 0.0287 0.0064 0.0044 -0.912
C -0.449 -2.909 4.432 -0.0058 0.0108 -0.0064 -0.835
H -1.663 -6.988 -1.549 -0.0211 0.0213 0.0014 0.195
H -3.538 4.406 1.685 0.0097 0.0126 -0.0022 -0.376
C -0.911 3.196 -0.140 -0.0991 0.0382 -0.0344 1.299
C 1.161 -0.151 -4.397 0.0208 0.0624 -0.0156 2.465
C -1.820 3.102 -1.381 0.0545 0.0578 0.0419 -0.890
H 2.803 -2.595 -4.797 -0.0169 0.0152 -0.0185 0.220
C -3.658 -4.731 -2.354 -0.0275 0.0016 -0.0812 -0.486
N 1.108 -3.688 -0.658 0.1116 -0.1099 -0.0545 1.431
H 0.188 4.715 0.984 -0.0036 -0.0014 -0.0036 0.410
H 3.947 0.980 -0.872 0.0154 0.0054 -0.0661 0.066
H 3.922 -3.436 -3.735 -0.0076 0.0094 -0.0289 0.711
H -5.689 3.931 0.825 -0.0017 -0.0110 0.0054 0.324
N -2.727 -3.085 -0.344 -0.0645 -0.0550 -0.2175 0.335
H 1.964 1.585 0.525 0.0165 -0.0514 0.0419 0.091
P 2.341 -0.141 -2.919 -0.2137 -0.0169 -0.0033 -1.347
C -0.963 2.842 5.629 0.0377 0.0245 -0.0344 -1.352
H 1.257 1.919 -1.556 0.0939 -0.0606 -0.0511 -0.464
H -4.450 -2.915 -3.215 0.0039 -0.0044 -0.0002 0.472
H -1.780 -1.953 5.824 -0.0095 -0.0162 -0.0036 0.505
O -1.168 0.741 0.941 0.1611 0.1186 -0.1005 -0.115
H 4.487 2.556 -1.471 0.0093 -0.0137 -0.0056 0.668
H -2.053 1.289 4.631 0.0122 -0.0231 0.0214 -0.135
C 0.494 -4.247 -1.699 0.0165 0.0612 0.0674 -0.619
C -5.480 3.450 1.784 0.0257 -0.0266 0.0108 -0.855
C 3.052 1.610 -2.769 0.0353 -0.0067 0.0489 2.966
Br -3.733 -0.726 -1.337 0.0306 0.0283 -0.0881 -0.053
H 0.757 2.010 -4.450 -0.0419 -0.0363 -0.0135 0.195
C 2.839 -3.628 1.056 -0.0967 0.0129 -0.0894 -1.391
N 2.286 -0.140 1.596 0.0464 0.1584 -0.1073 2.560
H -3.433 4.112 -2.379 -0.0176 0.0066 0.0053 0.533
H -1.181 3.210 -2.265 0.0004 -0.0262 0.0309 0.535
H 4.389 -0.541 -5.213 -0.0194 -0.0136 -0.0160 0.336
H -3.635 2.168 0.403 -0.0495 -0.0272 -0.0051 0.655
C 2.612 -5.527 -0.591 0.0319 -0.0419 -0.0506 -1.106
C -5.219 1.126 2.715 0.0399 0.0381 -0.0408 -1.222
H 2.317 -7.053 -2.072 -0.0003 0.0163 0.0047 0.445
H -2.264 2.104 -1.451 0.0065 0.0045 -0.0040 0.058
```
Forces are in eV/Å.

HOMO energy in eV: -9.729
Calculated total energy in eV: -162216.6246
Gap between HOMO and LUMO in eV: 8.1407
Charge: +1
LUMO level in eV: -1.59